1.
The following is a quantum chemistry calculation of the molecule C5H9N, from OMol25.

Calculated values
Orbital gap in eV: 8.941
Energy above the lowest of the compared OMol25 structures with the same formula, charge and spin in kJ/mol: 200.3
Strongest force on any atom in eV/Å: 1.9
SMILES: C=CC(=C)NC

```
! wB97M-V def2-TZVPD RIJCOSX def2/J DEFGRID3
* xyz 0 1
C 1.811 -1.346 0.785
C 1.483 -0.555 -0.227
C 0.308 0.349 -0.238
C 0.489 1.678 -0.158
N -0.846 -0.318 -0.588
C -2.111 0.193 -0.131
H 1.345 -1.504 1.759
H 2.569 -2.144 0.743
H 2.188 -0.633 -1.062
H -0.313 2.381 -0.442
H 1.307 2.278 0.250
H -0.787 -1.366 -0.589
H -2.098 1.275 -0.041
H -2.887 0.043 -0.845
H -2.459 -0.332 0.783
*
```

***

2.
The following is a quantum chemistry calculation of a cluster of 2 separate species, C4H10N2O2 in total, from OMol25.

Calculated values
Orbital gap in eV: 10.413
Energy above the lowest of the compared OMol25 structures with the same formula, charge and spin in kJ/mol: 124.2
Strongest force on any atom in eV/Å: 4.7
SMILES: CC(N)=O.CC(N)=O

```
! wB97M-V def2-TZVPD RIJCOSX def2/J DEFGRID3
* xyz 0 1
C 0.874 -0.935 1.416
C 0.643 -2.296 1.095
N 1.653 -3.224 1.111
O -0.453 -2.804 0.910
H 1.827 -0.660 1.729
H 0.208 -0.700 2.321
H 0.441 -0.299 0.718
H 1.335 -4.104 0.735
H 2.581 -2.959 1.263
C 0.681 2.254 -1.043
C -0.785 2.369 -1.290
N -1.622 1.933 -0.223
O -1.349 2.618 -2.329
H 1.025 2.700 -0.115
H 1.136 2.783 -1.875
H 1.020 1.224 -1.159
H -2.579 2.056 -0.264
H -1.275 2.134 0.729
*
```

***

3.
The following is a quantum chemistry calculation of the molecule C12H19NO2, from OMol25.

Calculated values
Orbital gap (alpha / beta) in eV: 4.728 / 6.793
Energy above the lowest of the compared OMol25 structures with the same formula, charge and spin in kJ/mol: 140.9
Expectation value of S²: 2.007
Strongest force on any atom in eV/Å: 6.4

```
! wB97M-V def2-TZVPD RIJCOSX def2/J DEFGRID3
* xyz 0 3
C 2.349 1.213 0.202
C 0.104 -0.046 -1.709
C 3.476 1.814 0.236
C -0.198 -0.623 -0.307
C 0.567 1.626 -0.159
C 0.494 0.275 0.642
C 0.031 0.178 2.111
C -1.536 2.946 0.555
C -1.226 -3.333 -1.729
C 0.102 -2.076 -0.003
C -0.017 2.938 0.303
C -0.789 -3.185 -0.281
N 0.334 1.299 -1.463
O 0.198 -0.647 -2.758
O 1.913 -0.005 0.646
H 4.374 1.388 0.620
H 3.579 2.782 -0.182
H -1.312 -0.370 -0.120
H 0.408 -0.733 2.604
H -1.061 0.321 2.239
H 0.606 1.003 2.653
H -1.821 3.854 1.036
H -1.943 2.148 1.132
H -2.154 2.883 -0.405
H -0.436 -2.874 -2.331
H -2.073 -2.688 -1.967
H -1.381 -4.457 -2.004
H 1.074 -2.283 -0.434
H 0.419 -2.107 1.138
H 0.345 3.136 1.362
H 0.276 3.762 -0.228
H -0.201 -4.000 0.173
H -1.620 -2.821 0.290
H 0.406 2.003 -2.197
*
```